1.
Density functional theory data (ωB97M-V/def2-TZVPD) for a 2-piece molecular cluster, C6H12O2 overall at a distorted geometry.

Values from the calculation:
energy relative to the best compared isomer or geometry (same formula, charge and spin) = 64.1 kcal per mole
SMILES = CCC=O.CCC=O
net charge = 0
HOMO-LUMO gap = 10.49 eV
molecular weight = 116.160 Da

Each atom is followed by the atoms it is bonded to, with distances in Å.
Atoms and positions in Å:
1 C 0.620 8.601 -7.603  C2 1.476, H5 1.103, H6 1.103, H7 1.103
2 C -0.313 7.539 -7.180  C1 1.476, C3 1.514, H8 1.107, H9 1.107
3 C -1.774 7.837 -7.443  C2 1.514, O4 1.228, H10 1.117
4 O -2.252 7.978 -8.565  C3 1.228
5 H 0.905 8.511 -8.665  C1 1.103
6 H 1.514 8.423 -6.982  C1 1.103
7 H 0.264 9.629 -7.421  C1 1.103
8 H 0.068 6.624 -7.673  C2 1.107
9 H -0.151 7.427 -6.091  C2 1.107
10 H -2.454 7.997 -6.570  C3 1.117
11 C 1.658 6.741 -9.623  C12 1.528, H15 1.103, H16 1.103, H17 1.103
12 C 1.271 7.594 -10.830  C11 1.528, C13 1.535, H18 1.107, H19 1.107
13 C 0.569 6.905 -12.009  C12 1.535, O14 1.213, H20 1.117
14 O -0.641 6.822 -11.970  C13 1.213
15 H 0.833 6.069 -9.335  C11 1.103
16 H 1.862 7.428 -8.785  C11 1.103
17 H 2.560 6.132 -9.806  C11 1.103
18 H 0.603 8.370 -10.410  C12 1.107
19 H 2.203 8.094 -11.158  C12 1.107
20 H 1.248 6.621 -12.849  C13 1.117

Per-atom Löwdin charges, elementary charge units: atom 1 (C): -0.142, atom 2 (C): -0.229, atom 3 (C): -0.232, atom 4 (O): 0.036, atom 5 (H): 0.022, atom 6 (H): 0.096, atom 7 (H): 0.100, atom 8 (H): 0.101, atom 9 (H): 0.114, atom 10 (H): 0.120, atom 11 (C): -0.126, atom 12 (C): -0.209, atom 13 (C): -0.242, atom 14 (O): 0.051, atom 15 (H): 0.082, atom 16 (H): 0.034, atom 17 (H): 0.085, atom 18 (H): 0.105, atom 19 (H): 0.114, atom 20 (H): 0.121

2.
Density functional theory data (ωB97M-V/def2-TZVPD) for the molecule C6H12O2 at a distorted geometry.

Values from the calculation:
energy relative to the best compared isomer or geometry (same formula, charge and spin) = 8.0 kcal per mole
SMILES = CC(C)CCC(=O)O
net charge = 0
HOMO-LUMO gap = 11.21 eV
molecular weight = 116.160 Da

Each atom is followed by the atoms it is bonded to, with distances in Å.
Atoms and positions in Å:
1 C -1.051 1.692 0.449  C2 1.529, H9 1.095, H10 1.092, H11 1.096
2 C 0.168 0.775 0.537  C1 1.529, C3 1.540, C4 1.555, H12 1.084
3 C 1.438 1.552 0.930  C2 1.540, H13 1.086, H14 1.089, H15 1.083
4 C 0.373 -0.069 -0.753  C2 1.555, C5 1.519, H16 1.087, H17 1.090
5 C 0.532 -1.555 -0.486  C4 1.519, C6 1.497, H18 1.100, H19 1.090
6 C -0.714 -2.386 -0.459  C5 1.497, O7 1.200, O8 1.351
7 O -0.907 -3.349 0.231  C6 1.200
8 O -1.625 -1.948 -1.356  C6 1.351, H20 0.973
9 H -1.591 1.801 1.395  C1 1.095
10 H -0.804 2.701 0.111  C1 1.092
11 H -1.817 1.290 -0.225  C1 1.096
12 H -0.007 0.084 1.354  C2 1.084
13 H 1.388 2.586 0.603  C3 1.086
14 H 2.304 1.105 0.445  C3 1.089
15 H 1.622 1.534 1.998  C3 1.083
16 H -0.451 0.127 -1.434  C4 1.087
17 H 1.254 0.293 -1.283  C4 1.090
18 H 1.225 -2.004 -1.214  C5 1.100
19 H 1.073 -1.712 0.447  C5 1.090
20 H -2.410 -2.518 -1.291  O8 0.973

Per-atom Löwdin charges, elementary charge units: atom 1 (C): -0.077, atom 2 (C): -0.404, atom 3 (C): -0.069, atom 4 (C): -0.172, atom 5 (C): -0.103, atom 6 (C): -0.527, atom 7 (O): 0.107, atom 8 (O): 0.094, atom 9 (H): 0.076, atom 10 (H): 0.072, atom 11 (H): 0.072, atom 12 (H): 0.120, atom 13 (H): 0.069, atom 14 (H): 0.069, atom 15 (H): 0.071, atom 16 (H): 0.099, atom 17 (H): 0.108, atom 18 (H): 0.135, atom 19 (H): 0.127, atom 20 (H): 0.132